# 1
The following is a DFT calculation (the ωB97M-V functional and the def2-TZVPD basis) of a 6-piece molecular cluster, C26H70NO24P8S overall in a non-equilibrium geometry.

Each line ends with the Löwdin charge.
Element x y z (Å)
C1 1.358337 -5.080054 -2.113502  -0.137
C2 2.378746 -4.065179 -1.551792  -0.375
P1 2.102559 -2.291023 -1.958112  1.058
C3 3.033978 -1.818667 -3.495072  -0.394
C4 3.001650 -0.280460 -3.582613  -0.137
C5 0.344951 -1.947803 -2.433100  -0.293
N1 -0.088226 -2.373827 -3.563693  0.101
C6 -1.464182 -1.903303 -3.884873  -0.453
C7 -2.333164 -3.164039 -3.599237  -0.170
C8 -3.581799 -3.381553 -4.436917  -0.233
C9 -3.383704 -3.917090 -5.873665  -0.513
S1 -1.814081 -4.787559 -6.176730  0.728
P2 -1.278380 -1.242160 -5.611851  0.777
O1 -0.472909 -0.002912 -5.588863  -0.405
C10 -1.561047 -0.709846 -2.944645  -0.284
P3 -3.244454 -0.069433 -2.610796  0.442
O2 -3.911470 -0.848983 -1.581396  -0.224
O3 -3.026968 1.444766 -2.156534  -0.085
O4 -4.006252 -0.073059 -4.011110  -0.096
C11 -0.731632 -1.200791 -1.701625  -0.067
H1 0.338851 -4.707625 -2.120433  0.043
H2 1.408265 -5.979110 -1.508416  0.076
H3 1.650681 -5.355477 -3.124117  0.072
H4 3.348414 -4.311320 -1.975082  0.082
H5 2.420040 -4.158490 -0.472214  0.056
H6 4.035591 -2.225827 -3.437765  0.083
H7 2.496825 -2.215720 -4.358648  0.056
H8 3.154484 0.049268 -4.601860  0.080
H9 3.755365 0.119408 -2.913143  0.070
H10 2.033071 0.068660 -3.228113  0.045
H11 0.475493 -2.947605 -4.179337  0.154
H12 -2.677246 -3.036344 -2.571130  0.121
H13 -1.688361 -4.033061 -3.577361  0.083
H14 -4.173594 -4.133655 -3.912658  0.098
H15 -4.203186 -2.491977 -4.451799  0.102
H16 -4.228310 -4.541459 -6.137037  0.071
H17 -3.414806 -3.076470 -6.563665  0.047
H18 -1.359595 -4.190156 -7.281468  -0.149
H19 -0.677662 -2.186894 -6.449819  0.007
H20 -2.557064 -0.963036 -6.131846  0.034
H21 -0.999833 0.181463 -3.231215  0.113
H22 -2.401917 1.857276 -2.770024  0.097
H23 -3.416386 0.296550 -4.684400  0.063
H24 -0.374221 -0.347866 -1.137212  0.121
H25 -1.363053 -1.800976 -1.048941  0.139
C12 2.736111 -3.372581 4.622929  -0.111
O5 1.651544 -3.466200 3.699766  -0.318
P4 1.502763 -2.279858 2.538874  0.683
O6 2.884801 -2.521944 1.970494  -0.248
O7 1.490469 -1.102115 3.679838  -0.294
C13 0.504973 -1.058152 4.714091  -0.088
O8 1.210949 -1.176228 1.300265  -0.321
C14 1.527191 0.203703 1.488873  -0.101
H26 3.242034 -4.336417 4.627885  0.096
H27 3.441920 -2.592657 4.354179  0.087
H28 2.344858 -3.177408 5.622974  0.085
H29 1.018465 -1.005145 5.673171  0.092
H30 -0.138865 -1.937822 4.711649  0.089
H31 -0.093607 -0.158070 4.593240  0.064
H32 2.527351 0.306327 1.909707  0.092
H33 0.794039 0.703995 2.115662  0.062
H34 1.500779 0.676747 0.504416  0.087
C15 -2.441330 3.386991 5.466994  -0.085
O9 -2.579476 2.056843 4.949173  -0.259
P5 -2.162312 1.800719 3.415224  0.498
O10 -0.740455 2.178958 3.322637  -0.233
O11 -3.137374 2.943564 2.775783  -0.273
C16 -4.493729 3.116835 3.200023  -0.099
O12 -2.360531 0.724468 2.221921  -0.229
C17 -2.785919 1.167114 0.929360  -0.097
H35 -1.887659 3.316436 6.399802  0.098
H36 -1.915891 4.044085 4.779825  0.094
H37 -3.430250 3.794228 5.675128  0.088
H38 -4.632824 4.159158 3.482239  0.092
H39 -4.744988 2.486827 4.051749  0.088
H40 -5.161080 2.891534 2.367939  0.086
H41 -2.200921 2.025281 0.603997  0.098
H42 -3.846900 1.403707 0.933035  0.091
H43 -2.634269 0.338216 0.238472  0.056
C18 -7.240523 -6.700669 -0.677818  -0.095
O13 -7.060017 -7.450586 -1.883239  -0.272
P6 -7.208272 -6.667593 -3.297979  0.555
O14 -6.189992 -5.598593 -3.242006  -0.236
O15 -8.711186 -6.114731 -2.912247  -0.299
C19 -9.723294 -6.961574 -2.361915  -0.106
O16 -7.563896 -6.756409 -4.881174  -0.241
C20 -8.633160 -5.988452 -5.441966  -0.088
H44 -6.385565 -6.904811 -0.037258  0.097
H45 -7.311289 -5.632668 -0.862232  0.093
H46 -8.144572 -7.042389 -0.174811  0.086
H47 -10.090644 -6.505231 -1.443908  0.089
H48 -9.350709 -7.958256 -2.132149  0.089
H49 -10.552116 -7.034063 -3.066901  0.086
H50 -8.573003 -4.953359 -5.114104  0.096
H51 -9.602514 -6.412154 -5.192263  0.082
H52 -8.504455 -6.039755 -6.521129  0.095
C21 6.096567 5.723310 -0.462339  -0.080
O17 6.933336 4.557242 -0.487556  -0.258
P7 6.230912 3.123793 -0.695989  0.504
O18 5.533856 3.191070 -1.992360  -0.241
O19 5.185138 3.268121 0.557409  -0.281
C22 5.593389 3.778930 1.828174  -0.110
O20 6.515107 1.542293 -0.489513  -0.232
C23 5.563886 0.737151 0.201567  -0.102
H53 6.519875 6.440301 -1.161173  0.098
H54 5.072067 5.499304 -0.745739  0.093
H55 6.111333 6.156395 0.538129  0.084
H56 4.927219 4.599066 2.092572  0.083
H57 6.616457 4.149919 1.817204  0.091
H58 5.494142 2.995167 2.582197  0.084
H59 4.558076 0.927364 -0.169654  0.082
H60 5.616386 0.908451 1.274920  0.082
H61 5.823730 -0.303297 0.016655  0.094
C24 6.424413 10.237578 5.024828  -0.091
O21 6.917851 8.903301 4.862662  -0.259
P8 5.863468 7.755946 4.448923  0.506
O22 5.279494 8.183425 3.166262  -0.234
O23 4.825708 8.022497 5.689360  -0.278
C25 5.278314 8.227045 7.029862  -0.107
O24 5.688123 6.146021 4.434575  -0.244
C26 4.516894 5.542682 4.983880  -0.095
H62 7.062921 10.893403 4.438351  0.098
H63 5.395085 10.339252 4.692753  0.094
H64 6.497778 10.522463 6.074486  0.086
H65 4.847922 9.157229 7.398330  0.090
H66 6.363228 8.293883 7.095441  0.087
H67 4.923300 7.409150 7.658157  0.084
H68 3.618110 6.040803 4.626184  0.100
H69 4.549066 5.545905 6.071450  0.082
H70 4.508383 4.508402 4.645607  0.083

Atoms 1-2, force components in eV/Å:
C 0.719 0.123 0.023
C -1.367 -0.536 -0.684

Values from the calculation:
total charge: +1
largest force on an atom: 8.137 eV Å⁻¹
HOMO: -11.07 eV
LUMO: -4.12 eV
calculated total energy: -163866.833 eV
Kohn-Sham gap: 6.95 eV

# 2
The following is a DFT calculation (the ωB97M-V functional and the def2-TZVPD basis) of a 9-piece molecular cluster, C26H72N2O11 overall in a non-equilibrium geometry.

Each line ends with the Löwdin charge.
Element x y z (Å)
C1 15.417960 -21.130290 16.165790  -0.107
O1 14.407680 -20.595640 16.999890  -0.191
C2 13.202300 -21.312810 17.067580  -0.212
C3 12.261890 -20.569530 18.097250  -0.230
N1 12.216780 -19.146270 18.020940  -0.074
C4 11.404330 -18.712450 19.167920  -0.173
C5 11.294260 -17.133970 18.980120  -0.201
O2 12.613700 -16.591170 18.977750  -0.220
C6 12.797960 -15.161220 18.905520  -0.081
H1 15.033800 -21.111360 15.145910  0.079
H2 15.606420 -22.181910 16.381840  0.084
H3 16.364420 -20.610580 16.016730  0.086
H4 13.301270 -22.371310 17.308150  0.116
H5 12.702230 -21.331340 16.099240  0.110
H6 12.701950 -20.911390 19.034040  0.107
H7 11.247070 -20.962390 18.034680  0.113
H8 13.045950 -18.660900 17.709500  0.113
H9 11.910240 -18.986160 20.093800  0.111
H10 10.409360 -19.154940 19.119550  0.112
H11 10.653220 -16.597320 19.679530  0.109
H12 10.755780 -17.027540 18.038410  0.108
H13 13.839130 -14.874060 18.758550  0.080
H14 12.559670 -14.948210 19.947610  0.081
H15 12.138110 -14.575020 18.265940  0.084
C7 5.424530 -9.805170 10.386100  -0.133
O3 4.686610 -10.094670 11.532610  -0.196
C8 5.170990 -9.552960 12.778320  -0.200
C9 6.047300 -10.515340 13.606540  -0.179
N2 5.029060 -11.503680 14.049120  -0.051
C10 5.352680 -12.934280 13.885780  -0.209
C11 5.368220 -13.461510 12.459470  -0.218
O4 3.993720 -13.678640 12.098510  -0.206
C12 3.776810 -13.975810 10.731410  -0.106
H16 5.109510 -10.308670 9.472120  0.087
H17 6.460680 -10.124820 10.497120  0.079
H18 5.494070 -8.727510 10.238060  0.084
H19 4.269370 -9.228590 13.297900  0.125
H20 5.836040 -8.703690 12.621630  0.111
H21 6.564270 -10.107120 14.474980  0.109
H22 6.898930 -10.848370 13.013310  0.108
H23 4.175410 -11.555850 13.511850  0.089
H24 4.567540 -13.554810 14.317760  0.115
H25 6.294990 -13.228900 14.347670  0.113
H26 5.857730 -14.431750 12.375180  0.120
H27 5.873640 -12.730860 11.827970  0.110
H28 2.759970 -14.342200 10.590360  0.084
H29 4.412430 -14.830050 10.498260  0.083
H30 3.915460 -13.109990 10.083930  0.082
C13 17.842610 -15.586430 21.239890  -0.112
C14 17.048420 -15.213950 22.453190  -0.269
O5 15.912970 -16.141860 22.548250  -0.115
H31 18.326210 -16.556970 21.129090  0.077
H32 18.645270 -14.871640 21.058470  0.069
H33 17.330470 -15.540910 20.278780  0.067
H34 16.552260 -14.246450 22.376650  0.109
H35 17.574430 -15.386490 23.392150  0.114
H36 15.406890 -16.085360 21.734440  0.059
C15 5.994250 -20.110920 13.639050  -0.080
C16 7.265010 -20.402770 14.423900  -0.348
O6 8.171710 -19.356130 14.274840  -0.079
H37 5.199940 -19.578590 14.162320  0.074
H38 5.685260 -21.079440 13.245870  0.066
H39 6.192040 -19.677000 12.658900  0.074
H40 7.820080 -21.244310 14.009400  0.103
H41 7.096690 -20.652030 15.471580  0.110
H42 8.790670 -19.406810 15.006900  0.079
C17 13.732310 -7.499360 13.163740  -0.099
C18 12.826340 -8.686110 13.069110  -0.364
O7 13.263280 -9.568920 12.068640  -0.065
H43 14.788490 -7.693180 13.350870  0.074
H44 13.441730 -6.900640 14.026980  0.074
H45 13.528110 -6.949850 12.244810  0.082
H46 11.869540 -8.238700 12.799980  0.109
H47 12.581320 -9.224070 13.984900  0.109
H48 14.112100 -9.848940 12.418930  0.081
C19 12.288600 -6.935800 22.092300  -0.112
C20 11.348570 -5.893070 22.445150  -0.385
O8 11.109040 -5.923180 23.819120  -0.062
H49 12.093840 -7.932570 22.488050  0.087
H50 13.273300 -6.496270 22.251290  0.082
H51 12.330350 -7.074720 21.011990  0.079
H52 10.379540 -5.946680 21.948970  0.115
H53 11.901820 -5.007490 22.132460  0.110
H54 10.442310 -5.284230 24.081420  0.085
C21 15.903640 -15.216500 14.455550  -0.072
C22 16.804650 -14.710170 13.267240  -0.329
O9 17.138710 -13.356480 13.373330  -0.078
H55 14.919110 -14.749600 14.427030  0.069
H56 16.340940 -15.221910 15.453960  0.063
H57 15.815180 -16.282220 14.244560  0.062
H58 16.156160 -14.773190 12.393390  0.100
H59 17.655710 -15.361700 13.069000  0.105
H60 17.815390 -13.225650 12.705060  0.080
C23 21.552390 -24.403150 11.925540  -0.097
C24 22.678530 -23.718180 11.153470  -0.345
O10 23.682670 -23.488580 12.063200  -0.076
H61 21.128020 -23.808200 12.734260  0.069
H62 21.836250 -25.383440 12.308370  0.074
H63 20.696850 -24.642310 11.293920  0.065
H64 22.403960 -22.772540 10.686050  0.108
H65 23.030000 -24.403170 10.381880  0.113
H66 23.421800 -22.836680 12.717860  0.088
C25 10.890500 -25.822380 11.252870  -0.075
C26 10.245800 -26.674630 10.064000  -0.271
O11 9.417110 -27.722230 10.642230  -0.107
H67 11.302620 -24.869640 10.920360  0.060
H68 11.673000 -26.447770 11.682630  0.067
H69 10.090680 -25.564040 11.946880  0.059
H70 11.081200 -27.151980 9.551800  0.100
H71 9.595240 -26.134690 9.376010  0.100
H72 8.657710 -27.214190 10.936830  0.067

Atoms 1-2, force components in eV/Å:
C -1.155 -0.868 -1.400
O 1.147 0.527 0.719

Values from the calculation:
relative energy (zero: lowest compared OMol25 entry of this formula, charge and spin): 81.6 kcal/mol
largest force on an atom: 3.615 eV Å⁻¹
HOMO: -8.42 eV
structure (SMILES): COCCNCCOC.COCCNCCOC.CCO.CCO.CCO.CCO.CCO.CCO.CCO
LUMO: 0.38 eV
calculated total energy: -53623.303 eV
Kohn-Sham gap: 8.81 eV